A structure of composition C5H16NOSn in a non-equilibrium geometry, computed with wB97M-V/def2-TZVPD.

The geometry in ORCA input format:
```
! wB97M-V def2-TZVPD RIJCOSX def2/J DEFGRID3
* xyz 1 1
C -0.45 0.13 -3.02
Sn 0.01 -1.53 -1.41
N -1.36 -2.13 0.45
H 1.61 -2.07 -1.51
H -0.75 -2.22 1.28
H -1.20 -0.76 -2.43
H -0.33 -0.22 -4.05
H 0.53 0.43 -2.62
H -1.10 1.02 -2.96
H -2.06 -1.42 0.66
H -1.83 -3.03 0.31
C 0.00 1.68 1.70
C 1.16 0.76 2.06
C 1.55 0.08 0.75
O 0.36 0.15 -0.12
C -0.57 1.16 0.38
H -0.77 1.71 2.47
H 0.36 2.71 1.56
H 0.84 0.00 2.79
H 2.01 1.29 2.49
H 2.36 0.61 0.22
H 1.83 -0.98 0.86
H -1.55 0.69 0.51
H -0.64 1.94 -0.39
*
```

As for the electronic energy: -14803.0251 eV. The value obtained for the energy above the lowest of the compared OMol25 structures with the same formula, charge and spin is 263.2 kJ/mol.

A cluster of 3 separate species, C5H16O2 in total in a non-equilibrium geometry, computed with wB97M-V/def2-TZVPD.

The geometry in ORCA input format:
```
! wB97M-V def2-TZVPD RIJCOSX def2/J DEFGRID3
* xyz 0 1
C -2.19 -0.88 -1.15
C -1.84 0.64 -0.96
C -2.35 1.22 0.47
C -1.47 2.39 0.85
C -2.34 0.37 1.79
H -3.19 -1.04 -1.44
H -1.58 -1.30 -1.92
H -1.92 -1.32 -0.13
H -0.83 0.92 -1.05
H -2.50 1.30 -1.66
H -3.32 1.84 0.34
H -1.52 2.79 1.87
H -1.71 3.26 0.04
H -0.46 2.01 0.62
H -2.59 -0.67 1.65
H -3.09 0.72 2.55
H -1.35 0.34 2.20
O 3.10 -3.02 -1.05
H 3.99 -3.23 -0.92
H 2.86 -3.68 -1.74
O 5.34 0.05 0.30
H 4.74 -0.29 -0.43
H 6.15 -0.33 0.06
*
```

As for the electronic energy: -9537.9297 eV. The SMILES is CCC(C)C.O.O. The value obtained for the energy above the lowest of the compared OMol25 structures with the same formula, charge and spin is 183.3 kJ/mol.

A cluster of 3 separate species, C5H16O2S in total in a non-equilibrium geometry, computed with wB97M-V/def2-TZVPD.

The geometry in ORCA input format:
```
! wB97M-V def2-TZVPD RIJCOSX def2/J DEFGRID3
* xyz 0 1
C 1.84 -0.76 -2.04
C 0.44 -1.18 -1.70
C 0.20 -1.45 -0.16
C -1.25 -1.45 0.24
S -2.29 -0.09 -0.34
C -1.86 1.06 0.91
H 1.90 0.23 -2.49
H 2.59 -0.89 -1.23
H 2.36 -1.39 -2.77
H 0.24 -2.19 -2.11
H -0.26 -0.40 -1.98
H 0.67 -0.52 0.18
H 0.61 -2.45 0.02
H -1.74 -2.37 -0.15
H -1.32 -1.59 1.34
H -1.88 0.72 1.94
H -2.38 2.02 0.71
H -0.85 1.49 0.62
O 2.74 1.22 0.44
H 3.33 1.92 0.16
H 2.75 0.59 -0.30
O 1.18 1.91 2.51
H 1.53 2.20 1.65
H 1.93 1.39 2.83
*
```

As for the electronic energy: -20373.7767 eV. The SMILES is CCCCSC.O.O. The value obtained for the energy above the lowest of the compared OMol25 structures with the same formula, charge and spin is 131.0 kJ/mol.

A cluster of 2 separate species, C5H16O2Si2 in total in a non-equilibrium geometry, computed with wB97M-V/def2-TZVPD.

The geometry in ORCA input format:
```
! wB97M-V def2-TZVPD RIJCOSX def2/J DEFGRID3
* xyz 0 1
C 2.33 -0.23 -1.73
C -1.41 0.82 -0.99
C -1.61 -2.03 -0.54
C -2.36 -0.31 1.82
C 1.65 2.77 0.73
O 1.70 -1.49 1.79
O 2.09 -0.84 -0.54
Si -1.15 -0.48 0.37
Si 1.22 -0.35 0.72
H 2.20 0.89 -1.59
H 1.42 -0.39 -2.46
H 3.11 -0.74 -2.26
H -1.44 1.69 -0.20
H -0.55 0.91 -1.79
H -2.30 0.95 -1.60
H -1.23 -2.93 -0.09
H -2.62 -2.19 -0.60
H -1.08 -2.07 -1.53
H -3.43 0.11 1.69
H -2.34 -1.40 2.25
H -2.00 0.42 2.62
H 1.96 3.10 -0.24
H 0.69 3.17 1.03
H 2.62 2.69 1.46
H 2.52 -2.07 1.69
*
```

As for the electronic energy: -25292.4520 eV. The value obtained for the energy above the lowest of the compared OMol25 structures with the same formula, charge and spin is 342.1 kJ/mol.

electronic energy of number 2 (C5H16O2)? -9537.9297 eV

Which of these has the highest electronic energy? C5H16O2